Formula: C4H11O
Source: the OMol25 dataset
Level of theory: wB97M-V/def2-TZVPD

```
16
C4H11O wB97M-V/def2-TZVPD
C 2.57439 0.57102 0.18736
O 1.59640 -0.23470 -0.30583
H 3.61641 0.29424 -0.13419
H 2.62305 0.52901 1.28339
H 2.49111 1.62835 -0.15701
C -1.04702 -0.58328 1.17657
C -1.44449 0.29632 -0.01148
C -1.08800 -0.38111 -1.31956
H 0.03700 -0.72079 1.12849
H -1.33207 -0.11185 2.12267
H -1.54982 -1.54901 1.07388
H -2.53729 0.44446 0.03998
H -0.99847 1.29128 0.00781
H -1.34180 0.27090 -2.17158
H -1.60497 -1.32727 -1.48134
H 0.00557 -0.41757 -1.43916
```

Summary:
M   75.1 g/mol
LUMO level   0.1651 hartree
E_tot   -6373.00677 eV
Total charge   -1
Orbital gap   6.70 eV
F_max   0.0308 hartree/bohr

***

Formula: C4H11O3
Source: the OMol25 dataset
Level of theory: wB97M-V/def2-TZVPD

```
18
C4H11O3 wB97M-V/def2-TZVPD
C -0.22930 -0.54290 -1.77183
O -1.49165 0.06720 -1.72193
C 0.94056 0.29082 -1.19853
C 0.80200 0.62671 0.30149
C 1.06031 -0.42681 1.43289
O -0.46050 1.18415 0.50300
H -0.04810 -0.63850 -2.84041
H -0.22710 -1.50219 -1.24663
H 1.74315 -0.45310 -1.27366
H 1.19322 1.18296 -1.75895
H 1.46240 1.47818 0.53925
H 0.15645 -0.46532 2.02091
H 1.99633 -0.20939 1.93112
H 1.13344 -1.40515 0.94846
H -1.70734 0.58475 -0.93938
H -1.56267 -0.10426 1.20520
H -2.33249 0.53600 2.24177
O -2.42868 -0.20314 1.62721
```

Summary:
M   107.1 g/mol
LUMO level (alpha / beta)   0.0267 / -0.0821 hartree
E_tot   -10465.93443 eV
2S+1   2
Orbital gap (alpha / beta)   11.10 / 8.12 eV
F_max   0.0469 hartree/bohr

***

Formula: C4H11O3Sn
Source: the OMol25 dataset
Level of theory: wB97M-V/def2-TZVPD

```
19
C4H11O3Sn wB97M-V/def2-TZVPD
Sn 1.45796 -0.61541 1.32555
C 1.76214 0.40372 -2.33107
C 3.03354 1.14527 -1.89676
O 2.99613 1.43215 -0.55536
H 1.96939 -0.20025 -3.21446
H 0.98536 1.13394 -2.55797
H 1.28030 -0.21622 -1.57503
H 3.24448 1.99804 -2.54205
H 3.85579 0.49676 -2.19915
C -2.32224 -0.72897 0.73335
C -2.27023 -0.77597 2.22825
O -1.01627 -0.98687 2.84574
O -1.25388 0.11211 0.31647
H -3.22423 -0.25059 0.35166
H -2.12151 -1.75946 0.44028
H -2.94407 -1.55962 2.57457
H -2.80983 0.11329 2.55405
H -0.99602 -0.56723 3.70893
H -1.62682 0.82523 -0.20696
```

Summary:
M   225.8 g/mol
LUMO level (alpha / beta)   -0.0358 / -0.0304 hartree
E_tot   -16295.13646 eV
2S+1   2
Orbital gap (alpha / beta)   5.65 / 6.10 eV
F_max   0.0555 hartree/bohr

***

Formula: C4H11O3Tl
Source: the OMol25 dataset
Level of theory: wB97M-V/def2-TZVPD

```
19
C4H11O3Tl wB97M-V/def2-TZVPD
C 2.60638 -1.12200 -2.60670
H 3.55058 -0.57421 -2.79539
H 2.83706 -1.97598 -1.94084
H 2.32345 -1.56371 -3.58455
O 1.55060 -0.26915 -2.16948
Tl 1.50836 1.60095 -1.83194
H 0.46411 0.88511 -0.43061
O 1.01710 1.09440 0.40840
C -3.09751 0.59740 1.14008
O -1.75486 0.94173 1.35776
C -0.88205 -0.16064 1.31368
C 0.55423 0.29990 1.46761
H -3.68642 1.52288 1.15016
H -3.23953 0.11443 0.15628
H -3.45959 -0.09964 1.91656
H -0.99322 -0.70102 0.35333
H -1.12806 -0.86832 2.12872
H 1.18083 -0.60574 1.57052
H 0.64854 0.88361 2.39640
```

Summary:
M   311.5 g/mol
LUMO level   0.0078 hartree
E_tot   -15158.77099 eV
Orbital gap   8.51 eV
F_max   0.1421 hartree/bohr

***

Formula: C4H11OP
Source: the OMol25 dataset
Level of theory: wB97M-V/def2-TZVPD

```
17
C4H11OP wB97M-V/def2-TZVPD
C 0.43193 -1.17788 -1.31837
C 0.44779 -1.34789 1.75132
C -0.29557 1.27609 -0.89042
C -0.37219 -0.11435 -0.58245
O 0.37704 -0.14036 1.10945
P -0.34998 2.35779 0.70370
H 0.15440 -2.22110 -1.08089
H 1.41939 -1.09212 -0.93016
H 0.46984 -0.85608 -2.38357
H 1.14833 -1.38674 2.64583
H 0.77148 -2.15192 0.98115
H -0.59167 -1.67919 2.12204
H -1.07189 1.60127 -1.60194
H 0.79588 1.61183 -1.24348
H -1.39031 -0.36653 -0.22925
H -1.58867 2.12173 1.00731
H -0.35580 3.56545 -0.06029
```

Summary:
M   106.1 g/mol
LUMO level   0.0368 hartree
E_tot   -15659.24332 eV
Orbital gap   9.55 eV
F_max   0.1002 hartree/bohr

***

Formula: C4H11OP
Source: the OMol25 dataset
Level of theory: wB97M-V/def2-TZVPD

```
17
C4H11OP wB97M-V/def2-TZVPD
C 0.70294 0.79933 1.08225
C 0.14795 -0.11313 0.05675
C -0.17930 -1.54553 0.47006
C 0.94292 0.01204 -1.17069
P -1.52328 0.71433 -0.19248
O -2.55617 0.64873 0.86434
H 0.79815 1.90671 0.84913
H 0.12973 0.83524 2.11970
H 1.69458 0.42708 1.52152
H -0.08296 -2.07831 -0.51423
H -1.22695 -1.87294 0.88167
H 0.67526 -1.97460 1.17886
H 0.27679 -0.14155 -2.11008
H 1.31824 1.04697 -1.42730
H 1.66111 -0.84108 -1.40745
H -1.01503 1.86854 -0.70090
H -1.76398 0.30818 -1.50116
```

Summary:
M   106.1 g/mol
LUMO level   0.0273 hartree
Structure (SMILES)   CC(C)(C)[PH2]=O
E_tot   -15661.44661 eV
Orbital gap   10.71 eV
F_max   0.1081 hartree/bohr

***

Formula: C4H11PS
Source: the OMol25 dataset
Level of theory: wB97M-V/def2-TZVPD

```
17
C4H11PS wB97M-V/def2-TZVPD
C 0.11428 0.74387 -1.87530
C -1.44698 0.63394 0.72962
C 1.00425 0.20854 -0.65696
C 0.15830 -0.50880 0.29532
P 0.93810 -0.46839 1.97386
S -0.64336 -2.13939 -0.14389
H 0.72428 0.88288 -2.92835
H -0.08584 1.83403 -1.65680
H -0.69113 0.09938 -2.09645
H -1.83220 0.54842 1.76431
H -1.30927 1.70188 0.57044
H -2.28587 0.30273 0.07157
H 1.80133 -0.43883 -1.10260
H 1.51785 1.05120 -0.26489
H 0.83349 -1.64566 2.62272
H 2.31793 -0.59031 1.55861
H -1.11517 -2.21550 1.13879
```

Summary:
M   122.2 g/mol
LUMO level   0.0274 hartree
E_tot   -24447.25923 eV
Orbital gap   9.52 eV
F_max   0.0984 hartree/bohr

***

Formula: C4H11PSi
Source: the OMol25 dataset
Level of theory: wB97M-V/def2-TZVPD

```
17
C4H11PSi wB97M-V/def2-TZVPD
C 2.64684 0.88438 -0.62196
C -1.45343 1.27426 0.65559
C -0.49620 -0.50670 -1.65370
C -0.09089 -1.70995 1.33077
Si -0.18394 -0.13229 0.20303
P 2.34080 2.12358 -1.61370
H 3.36460 0.37399 0.02912
H -1.35323 1.63050 1.81734
H -1.45636 2.17255 -0.02926
H -2.52980 0.75048 0.61318
H -1.59277 -0.48074 -1.77998
H -0.02517 0.31557 -2.34464
H -0.13882 -1.53939 -2.03462
H -0.88825 -1.75631 1.91438
H -0.18198 -2.48574 0.50439
H 0.92313 -1.76823 1.94736
H 3.57257 2.75569 -1.78751
```

Summary:
M   118.2 g/mol
LUMO level (alpha / beta)   -0.0065 / -0.0043 hartree
E_tot   -21487.71280 eV
Orbital gap (alpha / beta)   6.90 / 7.32 eV
F_max   0.1189 hartree/bohr

***

Formula: C4H11PSi
Source: the OMol25 dataset
Level of theory: wB97M-V/def2-TZVPD

```
17
C4H11PSi wB97M-V/def2-TZVPD
C 2.64180 -0.38727 0.89866
P 2.09753 0.03234 -0.70860
Si -0.17222 0.11329 -0.31850
C -0.98105 -1.53099 -0.66833
C -0.96216 1.40503 -1.46971
C -0.29728 0.43315 1.53749
H 3.68246 -0.57035 1.18817
H 1.75468 -0.58624 1.51724
H -1.95554 -1.56870 -1.22369
H -0.32192 -2.24236 -1.24161
H -1.10622 -2.03491 0.23974
H -1.40732 2.28855 -0.96563
H -0.05078 1.95032 -2.05584
H -1.64997 1.06359 -2.18229
H -1.39348 0.72546 1.58738
H -0.22292 -0.45106 2.11306
H 0.34439 1.36015 1.75246
```

Summary:
M   118.2 g/mol
LUMO level   0.0006 hartree
Structure (SMILES)   C=P[Si](C)(C)C
E_tot   -21491.43823 eV
Orbital gap   8.64 eV
F_max   0.0855 hartree/bohr

***

Formula: C4H11S
Source: the OMol25 dataset
Level of theory: wB97M-V/def2-TZVPD

```
16
C4H11S wB97M-V/def2-TZVPD
C 2.54933 -0.53279 0.46609
S 2.84564 1.13394 -0.18115
H 1.86292 -1.14590 -0.19461
H 3.57432 -0.94720 0.74054
H 2.02486 -0.66734 1.41898
C -1.56417 1.25125 0.33999
C -0.69776 -0.03614 0.17201
C -1.09292 -0.76737 -1.09336
H -1.31388 2.10825 -0.31392
H -1.33367 1.58641 1.42275
H -2.70970 1.14598 0.37155
H -0.76294 -0.53919 1.13919
H 0.29481 0.28677 -0.02564
H -0.57294 -1.70804 -1.31997
H -2.18830 -0.97640 -0.94028
H -0.91560 -0.19223 -2.00216
```

Summary:
M   91.2 g/mol
LUMO level   0.1440 hartree
E_tot   -15161.48914 eV
Total charge   -1
Orbital gap   6.08 eV
F_max   0.0480 hartree/bohr

***

Copy entry 9 word for word.
Formula: C4H11PSi
Source: the OMol25 dataset
Level of theory: wB97M-V/def2-TZVPD

```
17
C4H11PSi wB97M-V/def2-TZVPD
C 2.64180 -0.38727 0.89866
P 2.09753 0.03234 -0.70860
Si -0.17222 0.11329 -0.31850
C -0.98105 -1.53099 -0.66833
C -0.96216 1.40503 -1.46971
C -0.29728 0.43315 1.53749
H 3.68246 -0.57035 1.18817
H 1.75468 -0.58624 1.51724
H -1.95554 -1.56870 -1.22369
H -0.32192 -2.24236 -1.24161
H -1.10622 -2.03491 0.23974
H -1.40732 2.28855 -0.96563
H -0.05078 1.95032 -2.05584
H -1.64997 1.06359 -2.18229
H -1.39348 0.72546 1.58738
H -0.22292 -0.45106 2.11306
H 0.34439 1.36015 1.75246
```

Summary:
M   118.2 g/mol
LUMO level   0.0006 hartree
Structure (SMILES)   C=P[Si](C)(C)C
E_tot   -21491.43823 eV
Orbital gap   8.64 eV
F_max   0.0855 hartree/bohr

***

What is the M in the eighth record?
118.2 g/mol

***

What did the third record say?
Formula: C4H11O3Sn
Source: the OMol25 dataset
Level of theory: wB97M-V/def2-TZVPD

```
19
C4H11O3Sn wB97M-V/def2-TZVPD
Sn 1.45796 -0.61541 1.32555
C 1.76214 0.40372 -2.33107
C 3.03354 1.14527 -1.89676
O 2.99613 1.43215 -0.55536
H 1.96939 -0.20025 -3.21446
H 0.98536 1.13394 -2.55797
H 1.28030 -0.21622 -1.57503
H 3.24448 1.99804 -2.54205
H 3.85579 0.49676 -2.19915
C -2.32224 -0.72897 0.73335
C -2.27023 -0.77597 2.22825
O -1.01627 -0.98687 2.84574
O -1.25388 0.11211 0.31647
H -3.22423 -0.25059 0.35166
H -2.12151 -1.75946 0.44028
H -2.94407 -1.55962 2.57457
H -2.80983 0.11329 2.55405
H -0.99602 -0.56723 3.70893
H -1.62682 0.82523 -0.20696
```

Summary:
M   225.8 g/mol
LUMO level (alpha / beta)   -0.0358 / -0.0304 hartree
E_tot   -16295.13646 eV
2S+1   2
Orbital gap (alpha / beta)   5.65 / 6.10 eV
F_max   0.0555 hartree/bohr

***

Which of these has the highest M?
C4H11O3Tl